The following is a DFT calculation (ωB97M-V/def2-TZVPD) of a 15-piece molecular cluster, C60H160B5F20N10O20 overall at a distorted geometry.

Calculated values
Kohn-Sham gap	6.91	eV
total energy	-178364.773	eV
ΔE to the lowest compared entry with this formula, charge and spin	924.6	kJ/mol
LUMO level	-7.5	eV

Geometry as ORCA input:
```
! RIJCOSX wB97M-V def2-TZVPD def2/J DEFGRID3
* xyz 5 1
C 15.14491 1.64247 -8.16542
O 14.61567 2.97117 -8.11495
C 15.13490 3.81971 -9.19140
C 16.60719 4.32300 -9.14275
N 16.95081 5.10974 -7.84383
H 17.84774 5.55534 -7.97446
H 16.33551 5.90396 -7.74037
C 17.08704 4.18969 -6.58708
C 17.67028 4.89009 -5.38404
O 18.91428 5.37831 -5.83336
C 19.79828 5.82904 -4.87656
H 14.89080 1.11160 -7.24798
H 16.23036 1.73961 -8.14393
H 14.74540 1.04104 -8.98198
H 14.44518 4.65852 -9.28502
H 14.86649 3.30134 -10.11191
H 16.81472 5.04703 -9.93066
H 17.36566 3.55273 -9.28242
H 17.78808 3.42320 -6.91747
H 16.10740 3.78301 -6.33613
H 17.91014 4.27657 -4.51561
H 17.11375 5.79962 -5.15798
H 20.42300 6.52994 -5.43025
H 20.41962 5.01206 -4.50969
H 19.39869 6.40769 -4.04374
C 21.46606 7.84616 -16.71594
O 21.81223 7.72332 -18.06157
C 20.66628 7.82263 -18.93727
C 20.98843 7.37781 -20.39610
N 22.21109 6.42159 -20.42805
H 22.87026 6.85839 -19.79971
H 21.91736 5.52528 -20.06687
C 22.77862 6.22705 -21.80374
C 24.15303 5.47427 -21.76583
O 24.85744 6.18040 -20.75187
C 26.25810 5.86398 -20.71290
H 20.67112 8.57533 -16.55947
H 22.31843 8.21221 -16.14361
H 21.16547 6.84935 -16.39327
H 20.54252 8.90484 -18.97732
H 19.81698 7.23136 -18.59495
H 21.25627 8.18467 -21.07826
H 20.15359 6.77653 -20.75610
H 23.05591 7.24543 -22.07598
H 22.04547 5.74004 -22.44670
H 24.72489 5.62230 -22.68189
H 23.92377 4.44966 -21.47306
H 26.75658 6.42061 -19.91931
H 26.85518 6.12987 -21.58520
H 26.37020 4.81432 -20.44134
C 9.93864 0.89696 -23.39443
O 10.94891 0.91312 -22.35650
C 10.52024 0.31823 -21.10704
C 11.56359 0.74885 -20.06049
N 11.67069 2.26520 -19.89289
H 10.92531 2.80182 -20.31308
H 11.59901 2.47101 -18.90669
C 12.93706 2.88926 -20.60181
C 12.93169 4.38854 -20.66655
O 11.81765 5.03602 -21.14077
C 11.42201 4.88379 -22.45718
H 9.87603 -0.09095 -23.85071
H 10.20810 1.60766 -24.17571
H 9.01207 1.32363 -23.01034
H 10.36987 -0.75985 -21.16397
H 9.58991 0.81667 -20.83477
H 12.54973 0.31198 -20.21794
H 11.22444 0.34749 -19.10551
H 12.89541 2.60377 -21.65294
H 13.73593 2.54922 -19.94283
H 13.75953 4.65135 -21.32513
H 13.19854 4.90760 -19.74596
H 11.45145 3.86180 -22.83503
H 12.08507 5.52334 -23.03976
H 10.37631 5.19143 -22.45811
C 15.87998 15.45268 -26.65225
O 15.49712 14.08412 -26.20481
C 15.50255 13.14568 -27.22242
C 15.12591 11.71598 -26.76092
N 15.61816 11.50420 -25.37298
H 16.59969 11.26854 -25.40729
H 15.46592 12.40350 -24.93920
C 14.88183 10.40477 -24.55716
C 15.31841 10.55255 -23.06255
O 14.86935 11.78790 -22.48660
C 15.48530 11.91503 -21.18151
H 15.24238 15.95466 -27.37996
H 16.90880 15.28773 -26.97229
H 15.91331 16.15381 -25.81834
H 16.53026 13.14672 -27.58561
H 14.82460 13.57273 -27.96140
H 15.55991 10.89261 -27.32821
H 14.05814 11.51204 -26.68107
H 15.09292 9.41113 -24.95240
H 13.81593 10.60926 -24.65780
H 16.39523 10.38393 -23.05140
H 14.91921 9.67292 -22.55757
H 15.06866 11.06804 -20.63641
H 15.20948 12.80833 -20.62112
H 16.55520 11.72247 -21.10194
C 27.38745 12.24661 -10.29077
O 27.48282 11.08244 -9.47936
C 26.42906 10.84303 -8.51323
C 26.61842 9.65009 -7.49218
N 28.05405 9.49637 -6.91048
H 28.08284 8.93202 -6.07334
H 28.62395 8.88119 -7.47339
C 28.82600 10.82412 -6.72556
C 30.00346 10.58900 -5.73166
O 30.79172 9.41771 -6.05926
C 32.04027 9.24817 -5.34975
H 27.38134 13.15741 -9.69202
H 26.50054 12.15730 -10.91808
H 28.32608 12.53627 -10.76318
H 25.47730 10.83365 -9.04443
H 26.35217 11.72424 -7.87632
H 26.44803 8.67074 -7.93935
H 25.91885 9.74797 -6.66205
H 28.21110 11.60892 -6.28503
H 29.24244 11.21355 -7.65455
H 29.73903 10.45060 -4.68331
H 30.73019 11.39974 -5.78317
H 31.89198 8.95810 -4.30957
H 32.67751 10.13245 -5.34069
H 32.65581 8.51083 -5.86506
C 22.63807 17.30241 -16.91793
O 21.61959 18.00482 -16.23453
C 20.84249 18.76950 -17.11090
C 19.48025 17.98641 -17.24936
N 18.81826 17.61089 -15.89095
H 18.16686 16.83962 -15.92141
H 19.51862 17.19536 -15.29353
C 18.22404 18.76714 -15.07302
C 18.00996 18.22674 -13.60369
O 19.15724 17.40742 -13.21989
C 20.45433 18.11932 -13.01024
H 23.00555 16.46566 -16.32385
H 23.44618 17.96490 -17.22802
H 22.35234 16.84248 -17.86392
H 21.26904 18.94686 -18.09818
H 20.68724 19.76340 -16.69120
H 19.67619 17.12663 -17.89006
H 18.79650 18.62490 -17.80873
H 17.28946 19.00417 -15.58144
H 18.91304 19.61173 -15.08080
H 17.06617 17.68264 -13.56724
H 17.91924 19.00316 -12.84406
H 21.22912 17.35561 -12.94295
H 20.49001 18.70134 -12.08934
H 20.63573 18.83622 -13.81103
C 20.46364 12.55328 -14.70957
O 19.27971 12.20960 -13.92628
C 19.50414 11.85383 -12.53398
C 18.20551 11.63698 -11.77945
N 17.54513 10.37317 -12.36023
H 18.26851 9.70444 -12.58298
H 17.00448 10.07550 -11.56074
C 16.65365 10.60675 -13.66810
C 15.90693 9.24965 -14.06130
O 16.91046 8.23018 -14.17833
C 16.51319 6.95890 -14.74889
H 20.89100 13.41579 -14.19816
H 20.20828 12.77517 -15.74574
H 21.14047 11.70121 -14.64647
H 19.89167 12.78011 -12.10978
H 20.23122 11.05074 -12.41359
H 17.51291 12.47382 -11.86938
H 18.33339 11.42764 -10.71741
H 17.29995 11.04730 -14.42725
H 16.00074 11.45142 -13.44819
H 15.36525 9.45523 -14.98458
H 15.33187 8.94013 -13.18860
H 15.94578 7.17990 -15.65293
H 15.88966 6.54502 -13.95641
H 17.29629 6.26509 -15.05465
C 16.95432 16.56489 -7.10060
O 16.89212 15.83795 -5.87831
C 16.20482 14.53375 -6.08329
C 15.97903 13.91134 -4.70231
N 17.34735 13.68416 -3.99977
H 17.67112 14.64085 -4.00267
H 17.25945 13.55697 -3.00167
C 18.26185 12.64288 -4.66713
C 19.53877 12.27019 -3.84818
O 19.23225 11.54017 -2.64588
C 20.29186 11.63355 -1.63034
H 17.59476 15.99499 -7.77377
H 17.31644 17.58536 -6.97564
H 16.01101 16.75074 -7.61414
H 16.66095 13.79559 -6.74296
H 15.24654 14.77543 -6.54306
H 15.49506 12.93576 -4.74819
H 15.48524 14.54568 -3.96618
H 18.51948 13.03692 -5.65022
H 17.70407 11.71376 -4.78429
H 19.77597 13.30137 -3.58641
H 20.27634 11.76950 -4.47539
H 21.22469 11.22113 -2.01483
H 20.00872 11.07311 -0.73937
H 20.38841 12.69323 -1.39400
C 16.81768 -1.67109 -15.42783
O 16.69908 -2.93095 -16.19651
C 17.71840 -3.91243 -15.86533
C 17.71437 -4.85169 -17.09639
N 16.25499 -5.30590 -17.37836
H 15.71139 -5.69884 -16.62324
H 15.71085 -4.47594 -17.56589
C 16.10904 -6.17538 -18.65343
C 16.71483 -7.60173 -18.47758
O 16.33606 -8.22926 -17.24091
C 15.03376 -8.84171 -17.29159
H 16.53484 -1.76370 -14.37925
H 16.12636 -0.97492 -15.90272
H 17.83775 -1.29108 -15.37176
H 17.40423 -4.43716 -14.96308
H 18.69558 -3.46614 -15.68078
H 18.29414 -5.77403 -17.06092
H 18.12522 -4.24618 -17.90427
H 16.56395 -5.63140 -19.48123
H 15.02296 -6.16901 -18.74557
H 17.78172 -7.60863 -18.70076
H 16.42974 -8.27220 -19.28831
H 14.85050 -9.43423 -18.18794
H 14.21813 -8.14117 -17.11243
H 14.84556 -9.38686 -16.36666
C 9.01090 8.13798 -17.58263
O 7.67187 8.38099 -17.80531
C 7.31324 8.35867 -19.21767
C 5.83207 8.70949 -19.44235
N 4.98246 7.58940 -18.82314
H 4.86927 6.86246 -19.51513
H 5.52301 7.21413 -18.05693
C 3.45134 7.82234 -18.44559
C 2.83315 6.63755 -17.60516
O 3.71076 6.21790 -16.51584
C 3.33765 5.05708 -15.77345
H 9.01883 7.99944 -16.50150
H 9.61652 9.01312 -17.81807
H 9.45143 7.22786 -17.98970
H 7.50113 7.38635 -19.67308
H 7.89199 9.09031 -19.78145
H 5.48876 8.90620 -20.45800
H 5.69248 9.61228 -18.84772
H 2.87552 8.17203 -19.30248
H 3.48702 8.67465 -17.76706
H 2.54721 5.83453 -18.28450
H 1.92728 7.01286 -17.12910
H 2.95155 4.31412 -16.47133
H 2.53884 5.19975 -15.04569
H 4.20148 4.69254 -15.21757
B 14.23182 14.75716 -15.84162
F 13.72915 15.20547 -14.63994
F 13.57588 13.62555 -16.19058
F 13.87183 15.66384 -16.84833
F 15.58157 14.65844 -15.86482
B 21.09631 6.41079 -10.60895
F 21.93301 7.43440 -10.57509
F 20.96159 6.04696 -9.30674
F 19.91714 6.81619 -11.22884
F 21.53419 5.33076 -11.33440
B 10.53434 3.68275 -15.49982
F 10.30154 3.96099 -14.22308
F 10.41747 2.35107 -15.71607
F 9.56467 4.28154 -16.24668
F 11.74128 4.19510 -15.89869
B 22.33241 14.57646 -7.30549
F 22.14413 13.25104 -7.20574
F 21.38269 15.23162 -6.57723
F 23.57469 14.79325 -6.72817
F 22.43127 15.01846 -8.61858
B 14.81524 9.19944 -7.93018
F 14.28762 10.45022 -7.91407
F 16.12455 9.23916 -7.50557
F 14.06381 8.45447 -7.15120
F 14.72667 8.73519 -9.20322
*
```